[1]
The following is a DFT calculation (ωB97M-V/def2-TZVPD) of a molecular structure, C40H36AgN2O2PSSi.

```
84
Properties=species:S:1:pos:R:3:lowdin_charge:R:1
Ag 0.214 -0.904 1.046 0.470
S 1.787 -0.884 3.144 0.511
P -0.296 1.450 0.342 1.053
Si 4.219 0.343 4.993 0.477
O -2.036 1.342 1.994 -0.113
O -4.289 1.514 1.931 -0.039
N 3.162 -0.132 1.013 0.014
N 0.099 -2.722 -0.160 -0.017
C 0.988 1.681 -0.999 -0.371
C -3.000 2.147 0.042 -0.175
C -1.671 2.532 -1.915 -0.072
C 5.271 0.962 2.423 -0.123
C 0.110 -6.462 -3.525 -0.135
C -4.109 2.656 -0.621 -0.049
C -3.836 -0.860 -0.721 -0.082
C 1.463 2.801 2.003 -0.085
C 1.134 -5.773 -2.881 -0.111
C -3.142 1.619 1.465 -0.679
C 2.174 0.632 -2.836 -0.101
C -0.572 3.997 1.608 -0.073
C -4.007 3.111 -1.925 -0.109
C -4.106 -0.503 -2.038 -0.111
C -1.755 2.103 -0.590 -0.254
C -0.692 -2.958 -1.101 -0.442
C -1.470 -4.865 -2.654 -0.058
C 3.160 -0.191 2.360 -0.823
C 0.213 2.870 1.395 -0.334
C -0.111 5.038 2.403 -0.099
C 5.256 1.029 1.031 -0.102
C -3.280 -0.952 -3.057 -0.103
C 2.827 1.357 5.730 -0.190
C 4.269 -1.390 5.714 -0.197
C 4.238 0.357 3.122 -0.284
C -2.196 -1.772 -2.764 -0.068
C -1.194 -6.005 -3.402 -0.117
C -2.744 -1.663 -0.435 -0.049
C 2.608 2.930 -2.300 -0.106
C 1.680 2.860 -1.267 -0.095
C -1.912 -2.135 -1.450 -0.212
C 0.851 -4.649 -2.122 -0.051
C 4.171 0.461 0.386 -0.171
C -2.784 3.032 -2.578 -0.102
C 1.926 3.837 2.800 -0.089
C 5.823 1.179 5.575 -0.209
C 1.140 4.963 3.001 -0.115
C 1.259 0.566 -1.794 -0.115
C 2.854 1.817 -3.092 -0.125
C -0.455 -4.172 -1.999 -0.174
H -0.728 2.485 -2.443 0.091
H -1.552 -2.122 -3.563 0.108
H 2.079 1.926 1.846 0.073
H -1.555 4.061 1.158 0.103
H 5.877 2.220 5.245 0.021
H -2.501 -1.915 0.591 0.100
H 2.366 -0.251 -3.434 0.098
H 1.498 3.738 -0.658 0.104
H 2.901 3.756 3.267 0.092
H 6.045 1.514 0.472 0.079
H -3.467 -0.647 -4.081 0.089
H 5.151 -1.930 5.357 0.024
H -4.876 3.509 -2.438 0.088
H 1.618 -4.113 -1.577 0.098
H 6.715 0.662 5.214 0.020
H 3.140 3.856 -2.483 0.090
H -4.454 -0.481 0.085 0.101
H 0.754 -0.373 -1.584 0.071
H -2.690 3.358 -3.608 0.089
H 2.928 2.411 5.462 0.015
H 4.091 0.495 -0.698 0.090
H 2.845 1.281 6.822 0.021
H 6.102 1.404 2.966 0.078
H 2.158 -6.120 -2.969 0.087
H 0.329 -7.345 -4.115 0.081
H -2.491 -4.512 -2.575 0.105
H 4.311 -1.354 6.807 0.018
H 1.864 1.004 5.362 0.003
H 3.382 -1.943 5.408 -0.003
H -5.046 2.664 -0.077 0.109
H -4.937 0.155 -2.262 0.091
H -0.738 5.908 2.562 0.090
H 1.494 5.773 3.629 0.086
H 5.857 1.178 6.668 0.018
H 3.580 1.868 -3.896 0.087
H -2.003 -6.536 -3.891 0.086
```

The calculation puts the HOMO-LUMO gap at 5.93 eV. The energy above the lowest of the compared OMol25 structures with the same formula, charge and spin is 0.2 kcal/mol. Its charge is -2. The value obtained for the total energy is -2982.00231 hartree. The highest occupied orbital energy is -1.5 eV.

[2]
The following is a DFT calculation (ωB97M-V/def2-TZVPD) of 2 unconnected molecules or ions with the total composition C4H11NO2 in a non-equilibrium geometry.

```
18
Properties=species:S:1:pos:R:3:lowdin_spin:R:1
O -0.780 -0.431 0.073 0.294
O 0.474 -3.695 2.876 0.000
N -0.999 1.174 -1.452 0.528
C 1.195 0.938 -0.327 0.012
C 1.924 0.407 0.896 0.002
C -0.209 0.444 -0.501 0.016
C -2.387 0.924 -1.699 0.076
H -2.602 -0.051 -2.131 0.015
H -2.750 1.720 -2.350 0.006
H 0.542 -4.676 2.805 0.000
H 1.099 2.025 -0.245 -0.003
H -3.011 1.007 -0.797 0.040
H 2.881 0.920 0.914 0.000
H 0.298 -3.378 1.994 0.000
H -0.748 2.169 -1.405 0.008
H 1.688 0.636 -1.260 0.004
H 2.157 -0.658 0.884 0.001
H 1.228 0.525 1.723 0.001
```

The calculation puts the HOMO-LUMO gap (alpha / beta) at 9.90 / 4.61 eV. Its multiplicity is 2. The energy above the lowest of the compared OMol25 structures with the same formula, charge and spin is 19.2 kcal/mol. Its charge is +1. The value obtained for the total energy is -363.89778 hartree. The highest occupied orbital energy (alpha / beta) is -13.8 / -13.8 eV.

[3]
The following is a DFT calculation (ωB97M-V/def2-TZVPD) of a molecular structure, C19H43O2P3STi in a non-equilibrium geometry.

```
69
Properties=species:S:1:pos:R:3:lowdin_spin:R:1
Ti -1.786 1.695 -0.901 -0.013
S -2.297 4.093 1.312 0.000
P -2.980 -0.506 -0.515 0.003
P 2.212 -2.125 -2.955 -0.001
P 0.686 -0.045 1.219 0.228
O -1.814 2.689 0.670 -0.002
O -0.002 0.297 -2.083 0.519
C 2.080 2.494 -4.129 0.005
C -2.105 3.088 -2.216 0.000
C -3.245 2.160 -2.035 -0.001
C 0.014 0.554 2.822 0.041
C -2.587 3.496 2.984 0.000
C -4.677 -0.483 0.135 0.001
C 1.579 2.202 -5.400 -0.002
C 1.708 -1.429 1.891 0.036
C -3.131 -1.362 -2.114 0.001
C -0.706 4.914 1.533 0.000
C 2.085 -3.541 -1.874 0.000
C 0.502 1.320 -5.545 0.008
C 3.772 -1.271 -2.788 0.000
C -2.162 -1.754 0.525 0.010
C 2.042 1.181 1.015 0.015
C 1.798 -2.511 -4.648 0.000
C 0.423 1.013 -3.126 0.062
C -0.080 0.726 -4.431 0.035
C 1.496 1.949 -2.988 0.026
H 1.611 2.143 0.709 -0.001
H -5.038 -1.511 0.286 0.000
H -2.149 -1.429 1.573 0.000
H 1.081 -3.581 -1.420 0.000
H 2.430 -1.925 -5.331 0.000
H -0.910 0.027 -4.529 0.000
H 1.944 -3.587 -4.823 0.000
H -3.518 1.494 -2.855 0.000
H -4.686 0.045 1.096 0.000
H 0.102 1.091 -6.538 0.003
H -1.124 -1.905 0.196 0.006
H -0.932 5.959 1.776 0.000
H 0.748 -2.248 -4.830 0.000
H -1.655 3.252 3.513 0.000
H 2.726 0.838 0.228 0.000
H -4.107 2.508 -1.456 0.000
H -3.244 2.618 2.931 0.000
H 2.590 1.301 1.961 0.004
H -1.527 3.038 -3.149 0.000
H -2.706 -2.707 0.448 0.000
H 1.876 2.201 -1.994 0.000
H 4.475 -1.686 -3.526 0.000
H -0.447 -0.292 3.351 0.000
H 2.245 -4.439 -2.485 0.000
H -0.752 1.320 2.641 0.001
H 2.523 -1.041 2.521 0.008
H -3.785 -0.797 -2.788 0.000
H -0.144 4.447 2.352 0.000
H 1.235 -1.227 -2.515 -0.002
H 4.161 -1.415 -1.771 0.000
H 0.821 0.976 3.437 0.008
H -3.549 -2.366 -1.953 0.000
H 2.025 2.664 -6.287 0.000
H -3.099 4.334 3.466 0.000
H 1.069 -2.093 2.490 0.000
H 2.846 -3.479 -1.082 0.000
H -5.346 0.037 -0.560 0.000
H 2.142 -2.014 1.069 0.000
H 2.934 3.161 -4.031 0.002
H -0.150 4.855 0.589 0.000
H 3.632 -0.195 -2.973 0.000
H -2.199 4.117 -1.844 0.000
H -2.143 -1.454 -2.586 0.001
```

The calculation puts the HOMO-LUMO gap (alpha / beta) at 7.94 / 4.04 eV. Its multiplicity is 2. The energy above the lowest of the compared OMol25 structures with the same formula, charge and spin is 30.8 kcal/mol. Its charge is +3. The value obtained for the total energy is -3170.90577 hartree. The highest occupied orbital energy (alpha / beta) is -16.5 / -16.4 eV.

[4]
The following is a DFT calculation (ωB97M-V/def2-TZVPD) of 2 unconnected molecules or ions with the total composition CH3NO3 in a non-equilibrium geometry.

```
8
Properties=species:S:1:pos:R:3:lowdin_spin:R:1
O 1.532 -1.268 -1.856 0.249
O 2.757 -0.335 -0.340 0.286
O -0.741 0.621 -0.734 0.238
N 1.759 -0.636 -0.853 0.475
C 0.026 0.144 0.228 0.673
H 0.032 -0.981 0.358 0.039
H -0.814 -0.077 -1.398 0.000
H 0.223 0.826 1.063 0.040
```

The calculation puts the HOMO-LUMO gap (alpha / beta) at 6.88 / 10.14 eV. Its multiplicity is 3. The energy above the lowest of the compared OMol25 structures with the same formula, charge and spin is 14.2 kcal/mol. The value obtained for the total energy is -320.13396 hartree. The highest occupied orbital energy (alpha / beta) is -6.7 / -12.2 eV.

[5]
The following is a DFT calculation (ωB97M-V/def2-TZVPD) of C3H4FNS2 in the gas phase in a non-equilibrium geometry.

```
11
Properties=species:S:1:pos:R:3:lowdin_charge:R:1
S -3.429 -0.217 0.162 0.666
S 0.285 -0.613 -0.198 0.865
F 4.189 0.240 0.354 -0.072
N -1.943 0.833 -0.129 -0.430
C 1.826 0.294 -0.133 -0.432
C -0.721 0.890 -0.096 -0.620
C 2.975 -0.395 -0.057 -0.186
H -0.326 1.966 -0.480 0.140
H 1.703 1.334 0.286 0.089
H 3.172 -1.412 -0.553 0.135
H -2.823 -1.324 0.756 -0.154
```

The calculation puts the HOMO-LUMO gap at 9.00 eV. The energy above the lowest of the compared OMol25 structures with the same formula, charge and spin is 63.5 kcal/mol. The value obtained for the total energy is -1067.57846 hartree. Its structure (SMILES) is F/C=C/S/C=N\S. The highest occupied orbital energy is -8.7 eV.

[6]
The following is a DFT calculation (ωB97M-V/def2-TZVPD) of a molecular structure, C35H32As2N12SV in a non-equilibrium geometry.

```
83
Properties=species:S:1:pos:R:3:lowdin_spin:R:1
As -1.516 0.410 -0.156 -0.026
As 0.671 1.380 0.029 -0.030
V 0.303 -0.942 0.921 1.428
S 1.599 -7.864 -0.802 0.003
N 3.285 -0.277 1.000 0.050
N -2.967 -3.312 0.571 -0.020
N -1.215 -2.287 1.262 -0.052
N -1.386 -2.516 3.590 -0.114
N -2.978 -3.425 1.927 -0.012
N 1.292 -0.352 3.526 0.022
N 3.116 -7.418 1.352 -0.001
N -1.903 -2.661 0.192 -0.001
N 0.265 -1.484 5.057 0.010
N 1.273 -2.787 0.560 -0.023
N 0.279 -0.960 2.917 -0.082
N 1.278 -0.625 4.788 -0.056
C -1.891 -2.766 2.323 -0.013
C -5.339 2.099 -0.041 0.000
C 2.176 -0.709 -3.310 0.000
C -1.847 -0.007 -4.863 0.000
C 3.013 1.538 -3.520 0.000
C -2.974 1.732 0.130 -0.008
C 2.269 -6.935 0.434 0.000
C 1.148 3.268 0.264 -0.005
C 0.867 -3.550 -0.483 0.001
C 0.326 4.227 -0.326 -0.003
C 2.757 4.970 0.866 0.000
C 1.565 0.970 -1.676 0.000
C 2.333 1.919 -2.364 -0.001
C 1.947 -5.485 0.518 0.003
C 0.705 5.576 -0.276 -0.001
C 2.023 -3.333 1.550 0.003
C 2.352 -4.682 1.595 -0.001
C -0.220 2.504 3.077 0.001
C 2.075 -0.282 0.940 -0.017
C 2.955 0.236 -4.000 -0.001
C -2.077 -0.982 -2.643 -0.001
C 1.208 -4.882 -0.536 -0.002
C 1.919 5.945 0.305 -0.001
C -2.800 3.002 0.685 -0.002
C -1.393 1.334 -2.912 -0.002
C -0.340 -1.687 3.905 -0.029
C -1.437 1.200 -4.295 0.000
C 2.354 3.633 0.882 0.000
C -3.905 3.826 0.882 -0.001
C -1.396 1.962 3.371 0.001
C 1.480 -0.338 -2.172 0.000
C -5.182 3.379 0.501 -0.003
C -4.238 1.264 -0.216 -0.003
C -1.692 0.242 -2.099 -0.010
C -2.173 -1.089 -4.030 0.000
H -3.768 4.813 1.317 0.000
H -1.936 -0.097 -5.948 0.000
H 4.136 0.285 0.848 0.001
H 2.104 -1.737 -3.676 0.000
H -2.303 2.567 3.323 0.000
H -1.559 0.903 3.590 0.000
H -6.053 4.014 0.671 0.000
H -1.872 -2.967 4.380 -0.002
H 3.637 2.269 -4.019 0.000
H -2.289 -1.825 -1.986 0.000
H -4.369 0.256 -0.633 0.000
H 3.714 5.248 1.305 0.000
H 2.396 -2.627 2.294 0.001
H -1.046 2.259 -2.455 0.000
H 0.040 6.314 -0.707 0.000
H 3.488 -0.041 -4.912 0.000
H 2.207 7.002 0.310 0.000
H 3.382 -8.395 1.303 0.000
H -2.467 -2.042 -4.481 0.000
H 2.979 2.861 1.344 0.000
H -6.326 1.743 -0.353 0.000
H -1.804 3.320 0.984 0.000
H 0.890 -5.511 -1.372 0.000
H -0.600 3.918 -0.821 0.000
H 2.413 2.943 -1.993 0.000
H 2.919 -5.060 2.455 0.000
H 0.850 -1.072 -1.661 0.000
H -0.191 3.533 2.719 0.000
H 3.585 -6.819 2.027 0.000
H -1.142 2.040 -4.932 0.000
H 0.287 -3.063 -1.277 0.000
H 0.736 1.984 3.153 0.000
```

The calculation puts the HOMO-LUMO gap (alpha / beta) at 4.11 / 5.52 eV. Its multiplicity is 2. The energy above the lowest of the compared OMol25 structures with the same formula, charge and spin is 0.0 kcal/mol. Its charge is +2. The value obtained for the total energy is -7822.99989 hartree. The highest occupied orbital energy (alpha / beta) is -13.0 / -13.0 eV.